Record 1
9
Properties=species:S:1:pos:R:3:mulliken_charge:R:1 method="wB97M-V/def2-TZVPD" e_above_lowest_ev=3.447 charge=0 smiles="C=C=O.C#CF" e_homo_ev=-9.12 energy_ev=-8956.8801 homo_lumo_gap_ha=0.3625
C 1.24138 0.40131 -0.54409 -1.161
C 2.36971 0.01352 0.01468 0.856
O 3.32034 -0.36692 0.55712 -0.342
H 0.70757 -0.24469 -1.07045 0.412
H 1.06543 1.47778 -0.64875 0.245
C -1.29576 -1.23410 0.88250 0.031
C -0.38221 -1.68361 0.26306 -0.225
F 0.30219 -2.50385 -0.46616 -0.207
H -2.00183 -0.93969 1.61298 0.390


Record 2
7
Properties=species:S:1:pos:R:3:mulliken_charge:R:1 method="wB97M-V/def2-TZVPD" e_above_lowest_ev=2.834 charge=0 e_homo_ev=-11.03 energy_ev=-19811.1355 homo_lumo_gap_ha=0.4013
C -2.36308 0.13887 0.95768 0.015
Si 1.08699 0.00640 -0.14810 0.411
S -3.04112 -0.05339 -0.39097 -0.034
H 0.33677 -0.74874 0.87830 -0.082
H 0.91400 -0.25441 -1.51972 -0.112
H 2.38033 -0.52739 0.09728 -0.130
H 0.68611 1.43867 0.12554 -0.068